# C42H41BN9O4SeTi

C42H41BN9O4SeTi as an isolated structure (ωB97M-V/def2-TZVPD, the OMol25 dataset).

```
99
Properties=species:S:1:pos:R:3:forces:R:3:mulliken_charge:R:1
Ti 0.05519 -0.07960 0.29457 0.59 0.28 -0.17 -0.240
C -2.14398 -1.00846 4.99840 0.00 0.00 0.00 -1.504
C -1.05071 -0.45778 4.15359 -0.04 0.05 -0.02 0.632
C 0.04374 0.31467 4.53245 0.03 -0.02 0.01 -0.817
C 0.78803 0.53982 3.39294 -0.01 0.02 0.02 -0.568
N 0.15674 -0.03934 2.32842 -0.04 -0.06 -0.12 0.759
N -0.96758 -0.65668 2.83630 0.06 -0.08 0.03 0.218
B -1.85293 -1.52260 1.92315 -0.05 0.02 -0.01 -0.693
N -2.56975 -0.55538 0.95470 0.03 0.03 0.05 0.485
N -1.87195 0.50386 0.42258 -0.21 0.15 0.11 1.023
C -2.78671 1.31178 -0.17925 0.02 -0.04 -0.04 -0.178
C -4.03233 0.72808 -0.08454 0.00 0.00 -0.02 -1.318
C -3.86146 -0.45150 0.64456 -0.01 -0.02 -0.03 0.902
C -4.88151 -1.45098 1.05545 0.00 -0.01 0.01 -1.504
C -2.48180 2.65449 -0.70975 0.00 -0.01 0.03 0.355
C -1.93021 3.61850 0.13709 0.02 -0.01 -0.01 0.152
C -1.75923 4.92093 -0.30900 0.02 0.00 0.00 -1.170
C -2.13628 5.27005 -1.60409 0.00 0.01 0.00 -0.459
C -2.68897 4.31642 -2.44653 0.00 -0.01 0.00 -0.969
C -2.86906 3.01340 -1.99857 -0.01 -0.01 -0.01 -0.199
N -0.91748 -2.49141 1.14484 -0.10 -0.04 -0.09 0.358
N 0.07404 -2.05304 0.27660 -0.09 -0.20 -0.06 1.240
C 0.65097 -3.18464 -0.25310 0.00 0.02 0.02 -0.217
C 0.03114 -4.28753 0.27811 0.00 -0.01 -0.02 -0.948
C -0.96078 -3.82151 1.14427 0.02 0.00 0.04 0.781
C -1.92443 -4.62356 1.94317 -0.01 0.00 0.00 -1.497
C 1.77463 -3.27994 -1.20922 0.01 0.02 -0.01 -0.332
C 2.91631 -3.96747 -0.80223 0.01 0.00 0.00 -0.465
C 3.92973 -4.24321 -1.70961 -0.01 0.00 0.01 -0.958
C 3.79536 -3.86782 -3.03859 0.00 0.01 -0.01 -0.531
C 2.65733 -3.18577 -3.45116 0.02 0.01 -0.01 -1.038
C 1.66137 -2.87968 -2.53766 -0.01 0.00 0.03 0.478
C 2.08695 1.24250 3.40564 -0.01 0.02 -0.01 0.131
C 2.12660 2.57774 3.80510 0.00 0.00 -0.01 -0.279
C 3.34577 3.20045 4.03447 -0.01 -0.01 0.02 -0.720
C 4.52840 2.48725 3.88491 0.00 0.01 -0.01 -0.640
C 4.49242 1.15506 3.49092 0.00 0.01 -0.03 -0.850
C 3.27584 0.53205 3.25350 -0.01 0.01 0.00 0.076
H -2.00964 -0.68471 6.02702 0.00 0.00 0.00 0.449
H -3.11857 -0.66381 4.65248 0.00 0.00 0.00 0.308
H -2.14416 -2.09843 4.97925 0.00 0.00 0.00 0.266
H 0.29878 0.63113 5.52952 0.00 0.00 0.00 0.640
H -2.64168 -2.14552 2.54745 0.01 0.00 0.00 -0.027
H -4.96473 1.13544 -0.43780 0.00 0.00 0.01 0.666
H -5.86184 -1.14708 0.69826 0.00 0.00 0.00 0.454
H -4.64786 -2.42865 0.63210 0.00 0.00 -0.01 0.274
H -4.92574 -1.54953 2.14015 0.00 0.00 0.00 0.291
H -1.67616 3.35251 1.15649 0.00 0.00 0.00 0.516
H -1.37790 5.67704 0.36621 0.00 0.00 0.00 0.509
H -2.02732 6.29202 -1.94236 0.00 0.00 0.00 0.491
H -3.00835 4.59386 -3.44236 0.00 0.00 0.00 0.492
H -3.33621 2.27611 -2.64233 0.00 0.00 0.00 0.550
H 0.25474 -5.31578 0.04969 0.00 0.00 0.00 0.668
H -1.73618 -5.68181 1.78292 0.00 0.00 0.00 0.452
H -1.82787 -4.41238 3.00775 0.00 0.00 0.00 0.301
H -2.95064 -4.40645 1.64625 0.00 0.00 0.00 0.284
H 3.00562 -4.29783 0.22516 0.00 0.00 0.00 0.580
H 4.81030 -4.77973 -1.38317 0.00 0.00 0.00 0.480
H 4.56661 -4.12070 -3.75392 0.00 0.00 0.00 0.476
H 2.54205 -2.90857 -4.49180 0.00 0.00 0.00 0.507
H 0.77530 -2.35783 -2.86773 0.03 -0.01 -0.01 0.455
H 1.20158 3.11784 3.96863 0.00 0.00 0.00 0.517
H 3.37042 4.23033 4.36504 0.00 0.00 0.00 0.455
H 5.47674 2.96202 4.09990 0.00 0.00 0.00 0.446
H 5.41142 0.58994 3.40692 0.00 0.00 0.00 0.493
H 3.24769 -0.52179 3.00879 0.00 -0.01 -0.01 0.659
O 0.57329 3.41309 -1.97040 0.01 0.00 0.00 -0.559
C 0.33690 2.19373 -1.60327 -0.02 -0.03 -0.03 0.817
O 0.40729 1.81642 -0.42890 -0.03 -0.06 0.10 0.267
C -0.07013 1.25873 -2.67487 -0.03 0.04 -0.03 -0.504
C -0.12190 1.64875 -4.00277 0.00 0.00 0.02 -0.782
C -0.68049 0.76418 -4.91030 -0.01 -0.02 0.01 -1.273
C -1.18663 -0.43452 -4.43395 -0.03 0.04 -0.08 -0.896
C -1.08127 -0.74176 -3.08160 0.09 0.00 0.10 -0.072
N -0.49987 0.08439 -2.20484 0.04 -0.11 0.12 1.393
C -1.72700 -1.98684 -2.50838 -0.06 0.04 -0.02 0.253
O -1.78134 -3.07267 -3.27031 0.01 -0.06 -0.03 -0.525
O -2.21341 -1.96647 -1.41546 0.00 0.00 0.02 -0.447
H 0.57918 4.01786 -1.20459 -0.02 0.02 0.01 0.548
H 0.23206 2.62564 -4.30055 0.00 0.00 0.00 0.729
H -0.75855 1.01772 -5.95897 0.00 0.00 0.00 0.559
H -1.70120 -1.10399 -5.11229 0.02 -0.03 0.03 0.638
H -1.27269 -3.01356 -4.09053 -0.02 0.01 0.02 0.416
C 4.06983 -0.13607 -3.01469 0.00 0.00 0.00 -0.520
N 3.92474 1.08330 -2.22128 0.00 0.01 0.00 0.241
C 4.46791 2.29218 -2.58550 0.00 0.00 0.00 -0.736
C 4.18513 3.16767 -1.59651 -0.01 0.00 0.00 -0.468
N 3.47098 2.48308 -0.63969 0.02 -0.02 0.00 0.448
C 3.10658 3.06267 0.65002 0.00 -0.03 0.01 -0.932
C 3.31227 1.20706 -1.02967 -0.02 0.03 0.00 0.022
Se 2.56363 -0.25373 -0.07997 -0.18 0.06 0.04 -0.281
H 3.47259 -0.05801 -3.92108 0.00 0.00 0.00 0.339
H 3.73754 -0.98631 -2.43020 0.00 -0.02 0.01 -0.201
H 5.11820 -0.26174 -3.27480 0.00 0.00 0.00 0.452
H 5.01571 2.41812 -3.50336 0.00 0.00 0.00 0.582
H 4.44178 4.20636 -1.48022 0.01 0.00 0.00 0.556
H 2.77479 4.08735 0.49407 -0.01 0.00 0.00 0.381
H 3.97057 3.06195 1.30927 0.02 -0.01 0.01 0.484
H 2.31842 2.47558 1.10414 -0.01 0.00 -0.01 -0.077
```
Forces are in eV/Å.

Computed properties:
Energy above the lowest of the compared OMol25 structures with the same formula, charge and spin, kcal per mole: 12.2
Gap between HOMO and LUMO, eV: 6.45
Total charge: +3
Spin multiplicity: 1


# CH7NOS2

A 2-piece molecular cluster, CH7NOS2 overall (ωB97M-V/def2-TZVPD, the OMol25 dataset).

```
12
Properties=species:S:1:pos:R:3:forces:R:3:mulliken_charge:R:1
S 0.60122 -2.94887 1.30488 0.02 0.32 0.29 -0.176
S -0.77347 -1.45746 1.81695 1.48 0.42 0.18 -0.153
H 1.08143 -2.35218 0.21136 -0.03 0.00 -0.20 0.164
H -1.76494 -2.25540 1.63232 -1.47 -0.74 -0.29 0.164
N 0.30415 1.94382 -2.72929 -1.17 -0.47 0.95 -0.589
C -0.10213 3.23635 -2.28723 1.18 1.93 -1.52 -0.257
O 0.22477 3.46709 -0.92776 -0.05 -0.61 0.38 -0.539
H 1.29982 1.77515 -2.78833 0.04 0.52 0.18 0.251
H -0.05577 1.35689 -1.97744 0.19 -0.64 -0.46 0.246
H 0.42891 3.98956 -2.89639 0.14 -0.21 0.05 0.297
H -1.14504 3.47600 -2.53297 -0.18 -0.75 0.50 0.298
H -0.01622 4.35547 -0.66324 -0.13 0.21 -0.07 0.294
```
Forces are in eV/Å.

Computed properties:
Energy above the lowest of the compared OMol25 structures with the same formula, charge and spin, kcal per mole: 8.8
Gap between HOMO and LUMO, eV: 9.52
Spin multiplicity: 1


# C10H11NO2

C10H11NO2 in the gas phase (ωB97M-V/def2-TZVPD, the OMol25 dataset).

```
24
Properties=species:S:1:pos:R:3:forces:R:3:mulliken_charge:R:1
C -0.61382 2.39191 -3.36117 0.60 0.32 -1.28 -0.783
C -1.08889 1.34583 -1.35673 0.89 -2.53 1.62 0.506
C -2.01267 1.03823 -0.33506 -0.01 1.38 -1.17 -0.560
C -1.66946 0.33129 0.78646 0.15 -0.69 0.36 -0.756
C -0.38671 -0.20598 0.86020 0.73 -0.96 0.20 0.526
C 1.08450 -1.87170 2.06435 -1.29 0.16 0.73 0.405
C 1.86963 -1.90483 0.79975 1.28 -0.25 -0.05 -0.636
C 1.94872 -0.54439 0.10707 0.29 0.00 -0.49 -0.586
C 0.55678 -0.03241 -0.16952 -0.87 0.34 0.96 0.160
C 0.18361 0.70383 -1.28589 -0.17 1.22 -0.19 -0.371
H -0.13240 1.50609 -3.84472 -0.57 0.36 0.45 0.287
H -1.16687 2.94378 -4.14735 0.45 -0.21 0.54 0.230
H 0.20288 3.00182 -2.94285 -0.23 0.02 -0.21 0.355
H -2.98823 1.47916 -0.51763 -0.10 -0.18 0.45 0.389
H -2.38890 0.12181 1.59440 0.33 0.20 -0.53 0.292
H -0.65125 -1.05476 2.74239 -0.29 -0.07 0.56 0.171
H 1.36035 -2.62661 0.16711 -0.08 -0.16 -0.27 0.293
H 2.87477 -2.31249 1.01991 -0.53 0.21 -0.09 0.316
H 2.52262 -0.63981 -0.85175 -0.35 0.22 0.91 0.368
H 2.46631 0.16612 0.80042 -0.24 -0.39 -0.68 0.235
H 0.97453 0.88667 -2.01367 -0.37 -0.02 -0.04 0.358
N -0.01712 -1.02355 1.97593 0.60 0.31 -0.53 -0.118
O -1.54457 2.08465 -2.36855 -0.28 0.15 -0.44 -0.434
O 1.27154 -2.56186 3.05673 0.05 0.57 -0.81 -0.648
```
Forces are in eV/Å.

Computed properties:
Energy above the lowest of the compared OMol25 structures with the same formula, charge and spin, kcal per mole: 11.8
Gap between HOMO and LUMO, eV: 8.62
Spin multiplicity: 1


# C18H25As2Cl2N3O3RuS2

C18H25As2Cl2N3O3RuS2 as an isolated structure (ωB97M-V/def2-TZVPD, the OMol25 dataset).

```
56
Properties=species:S:1:pos:R:3:forces:R:3:lowdin_spin:R:1
Ru 0.27039 -0.92543 0.53287 -0.36 -0.24 -0.51 2.431
Cl 0.65001 -0.22489 3.07250 -0.17 0.13 0.16 0.068
C 2.29309 -0.63837 3.45575 0.08 -0.04 0.18 0.074
C 2.60396 -0.76355 4.78220 -0.08 0.01 -0.05 0.009
C 3.92104 -1.06601 5.14552 0.00 0.00 -0.04 0.132
C 4.90470 -1.22815 4.18679 0.07 -0.02 -0.02 -0.015
C 4.58907 -1.10117 2.84668 0.01 0.00 -0.05 0.114
Cl 5.82458 -1.30752 1.68647 -0.04 0.01 0.07 0.044
C 3.25110 -0.81350 2.42226 0.08 -0.01 -0.33 0.107
S 2.89541 -0.73120 0.76469 -0.04 -0.01 0.31 0.610
H 1.84296 -0.63282 5.53855 0.00 0.00 -0.01 0.000
H 4.16786 -1.17044 6.19325 0.01 0.00 0.00 0.007
H 5.92239 -1.45723 4.46932 -0.01 0.00 0.01 -0.002
C 1.30978 -1.97406 -2.85048 -0.01 0.06 0.01 -0.004
As 0.10052 -0.77341 -1.94125 0.02 -0.02 -0.25 -0.020
C -1.66707 -1.19991 -2.60818 0.12 0.01 0.04 -0.001
C 0.51525 0.99190 -2.60462 -0.04 -0.05 0.18 0.001
C 0.77539 1.24387 -3.94598 -0.02 -0.03 -0.01 -0.001
C 1.06464 2.53902 -4.34973 0.01 0.03 -0.02 0.000
C 1.09191 3.57474 -3.42430 0.00 -0.01 -0.02 0.000
C 0.82910 3.32514 -2.08536 -0.02 0.03 0.07 -0.001
C 0.54238 2.02845 -1.67722 -0.03 -0.20 0.03 -0.001
As 0.12833 1.57510 0.15280 0.05 0.22 0.09 0.006
C 1.33710 2.64602 1.22753 -0.02 -0.07 -0.07 0.005
C -1.61476 2.36530 0.47770 0.10 -0.10 0.06 0.005
H 1.15817 -1.88538 -3.92562 -0.03 0.05 0.01 -0.001
H 1.11567 -2.99553 -2.53616 -0.02 0.02 0.05 0.000
H 2.33314 -1.69784 -2.60315 0.00 -0.01 0.02 0.000
H -1.68908 -1.08565 -3.69120 0.07 0.02 -0.01 -0.001
H -2.39140 -0.52696 -2.15395 0.02 -0.01 0.00 0.000
H -1.89846 -2.23029 -2.34545 0.02 0.02 0.01 0.000
H 0.76278 0.44526 -4.67737 0.00 0.00 0.00 0.000
H 1.27533 2.74152 -5.39110 0.00 0.00 0.00 0.000
H 1.32336 4.58076 -3.74676 0.00 0.00 0.00 0.000
H 0.85617 4.14123 -1.37378 0.00 0.01 -0.01 0.000
H 1.21570 3.69823 0.97426 -0.05 -0.02 -0.06 0.000
H 2.36139 2.34077 1.02222 -0.01 -0.02 0.01 0.005
H 1.11091 2.50795 2.28189 -0.01 -0.03 -0.01 0.000
H -1.58085 3.42865 0.24485 0.06 0.00 -0.02 0.000
H -1.87469 2.22692 1.52672 0.01 -0.02 -0.02 0.000
H -2.35008 1.87274 -0.15493 0.02 -0.02 -0.01 0.000
C -5.73066 0.19458 -0.02563 0.00 -0.03 -0.01 0.002
N -4.39671 0.02799 0.54435 -0.14 -0.04 -0.10 0.019
C -3.65451 -1.06284 0.40583 0.07 0.17 0.00 0.036
N -4.07502 -2.03680 -0.39930 -0.08 -0.06 0.02 0.018
S -2.20334 -1.25525 1.30681 0.23 -0.07 0.18 0.128
H -6.10950 1.17296 0.25216 0.02 0.00 0.01 0.000
H -6.41833 -0.56122 0.35850 0.00 0.00 0.00 0.001
H -5.69477 0.14230 -1.11439 0.01 0.00 0.00 0.001
H -4.08808 0.68086 1.24446 0.04 0.01 0.03 0.001
H -5.00348 -2.03628 -0.79242 -0.01 -0.01 0.00 0.001
H -3.57227 -2.90985 -0.39143 0.00 0.04 0.01 0.001
O 0.42627 -4.78859 0.90697 0.06 0.04 -0.02 0.029
N 0.42019 -3.60617 0.95931 -0.19 -0.07 0.15 0.002
O 0.29075 -2.90899 1.98081 0.16 0.05 -0.05 0.081
O 0.53224 -2.89694 -0.15426 0.02 0.29 -0.03 0.110
```
Forces are in eV/Å.

Computed properties:
Energy above the lowest of the compared OMol25 structures with the same formula, charge and spin, kcal per mole: 5.7
Gap between HOMO and LUMO (alpha / beta), eV: 6.61 / 6.17
Total charge: +2
Spin multiplicity: 5


| no. | largest force on an atom (eV/Å) |
| --- | --- |
| 1 | 0.67 |
| 2 | 2.73 |
| 3 | 3.13 |
| 4 | 0.67 |